# 1
{
  "formula": "C4H11NO4S",
  "method": "ωB97M-V/def2-TZVPD",
  "elements": ["C", "C", "C", "C", "N", "O", "O", "O", "O", "S", "H", "H", "H", "H", "H", "H", "H", "H", "H", "H", "H"],
  "coordinates": [[1.468, 0.457, -1.107], [2.029, -0.092, 1.278], [-3.642, 0.901, -0.538], [2.191, -0.516, -0.176], [1.461, -2.677, 0.530], [-3.327, -1.396, 0.486], [-1.205, -0.088, 0.076], [0.628, -3.492, 0.303], [1.558, -1.814, -0.582], [-2.466, -0.475, -0.521], [1.548, 0.026, -2.123], [0.433, 0.621, -0.842], [2.014, 1.409, -1.161], [2.322, 0.912, 1.199], [2.644, -0.638, 2.038], [0.961, -0.184, 1.551], [-4.586, 0.740, -0.053], [-3.215, 1.979, -0.392], [-3.759, 0.989, -1.590], [3.199, -0.523, -0.492], [-2.726, -1.934, 0.923]],
  "forces_ev_per_angstrom": [[0.9, 0.0, -0.8], [-0.5, -2.2, 0.1], [1.4, 2.3, -0.2], [-1.9, -0.2, -0.6], [-1.3, -0.2, -1.5], [-2.0, 1.6, -0.4], [0.2, 0.3, 1.1], [1.1, 0.5, 0.5], [0.7, 0.3, 1.8], [-0.4, 0.1, -1.7], [-0.3, 0.2, 0.4], [0.1, 0.0, 0.0], [-0.1, -0.1, 0.2], [0.3, 1.6, 0.6], [-0.4, 0.4, -0.8], [0.5, 0.3, 0.0], [-0.2, -0.2, 0.4], [-0.3, -2.2, 0.7], [-0.8, -0.2, -1.2], [1.3, -0.4, -0.1], [1.8, -2.0, 1.4]],
  "lowdin_charge": [-0.06, -0.06, -0.23, -0.38, -0.03, -0.27, -0.48, 0.03, -0.10, 0.86, 0.09, 0.03, 0.09, 0.06, 0.09, 0.08, 0.04, 0.10, 0.01, 0.12, 0.02],
  "total_charge": 0,
  "max_force_ev_per_a": 3.05,
  "energy_ha": -912.753468,
  "e_above_lowest_kcal_mol": 83.48
}



# 2
{
  "formula": "C4H11NOS",
  "method": "ωB97M-V/def2-TZVPD",
  "elements": ["C", "C", "C", "C", "N", "O", "S", "H", "H", "H", "H", "H", "H", "H", "H", "H", "H", "H"],
  "coordinates": [[2.564, -2.597, 0.049], [0.257, -1.951, -0.580], [1.800, -0.321, 0.469], [1.534, -1.558, 0.020], [-4.636, 3.245, -0.316], [-4.208, 0.255, 0.219], [-4.927, -0.987, 0.033], [3.316, -2.387, 0.684], [2.210, -3.551, 0.420], [3.079, -2.810, -0.827], [-0.451, -2.201, 0.263], [0.389, -2.598, -1.346], [-0.255, -1.030, -0.852], [-4.762, 2.558, 0.482], [2.731, -0.090, 0.921], [1.034, 0.362, 0.470], [-3.975, 2.772, -1.023], [-5.469, 3.475, -0.812]],
  "forces_ev_per_angstrom": [[-1.6, -1.5, 0.3], [-2.1, 3.2, 3.6], [0.3, -2.6, -0.3], [1.2, 1.4, 0.2], [2.4, -1.9, 0.1], [1.1, 1.6, 0.3], [-1.0, -1.8, -0.3], [2.6, 1.2, 2.4], [-0.6, -0.3, -0.1], [0.4, -0.2, -2.3], [0.7, -1.0, -0.9], [-0.2, -2.3, -2.2], [0.0, 0.1, -0.9], [-0.2, 1.2, -1.7], [0.7, 0.3, 0.3], [-1.5, 1.9, -0.1], [-1.5, 0.9, 1.6], [-0.8, -0.2, 0.0]],
  "lowdin_charge": [-0.08, -0.07, 0.06, -0.42, -0.03, -0.72, 0.73, 0.04, 0.09, 0.07, 0.11, 0.04, 0.08, 0.01, 0.05, 0.03, 0.04, -0.03],
  "smiles": "C=C(C)C.O=S.N",
  "total_charge": 0,
  "max_force_ev_per_a": 5.22,
  "energy_ha": -687.056674,
  "e_above_lowest_kcal_mol": 95.80
}



# 3
{
  "formula": "C4H11NOS",
  "method": "ωB97M-V/def2-TZVPD",
  "elements": ["C", "C", "S", "H", "H", "H", "H", "H", "H", "C", "C", "O", "N", "H", "H", "H", "H", "H"],
  "coordinates": [[-1.733, 0.689, 1.135], [-0.560, 1.468, 1.708], [-2.667, -0.162, 2.413], [-2.363, 1.254, 0.434], [-1.243, 0.046, 0.396], [0.118, 0.811, 2.260], [-2.802, -1.353, 1.816], [-0.644, 2.342, 2.355], [0.027, 1.776, 0.823], [0.362, -0.787, -2.003], [1.469, -0.267, -1.094], [1.302, 0.690, -0.379], [2.614, -1.020, -1.199], [-0.202, -1.668, -1.729], [0.791, -0.938, -2.993], [3.391, -0.932, -0.564], [2.491, -1.994, -1.423], [-0.351, 0.044, -1.954]],
  "forces_ev_per_angstrom": [[0.6, 0.4, -0.9], [1.3, 0.5, -0.6], [-0.2, -0.3, 0.1], [-0.2, 0.4, 0.8], [-0.2, -0.7, 0.6], [-0.2, -0.2, -0.1], [0.0, 0.0, 0.0], [-1.0, 0.0, -0.1], [-0.3, 0.1, 0.7], [-0.1, 1.4, -0.1], [-0.4, -1.6, 0.2], [0.7, 0.2, -0.3], [0.5, -0.4, 0.3], [0.4, -0.4, 0.5], [-0.3, 0.1, -0.1], [-0.2, 0.7, 0.3], [-0.2, 0.1, -0.4], [0.0, -0.3, -0.7]],
  "lowdin_charge": [-0.65, -0.21, 0.69, 0.07, 0.05, 0.07, -0.16, 0.07, 0.05, -0.01, -0.57, 0.04, 0.14, 0.08, 0.08, 0.10, 0.10, 0.08],
  "smiles": "CC(N)=O.CCS",
  "total_charge": 0,
  "max_force_ev_per_a": 1.66,
  "energy_ha": -687.178759,
  "e_above_lowest_kcal_mol": 19.19
}



# 4
{
  "formula": "C4H11NOS",
  "method": "ωB97M-V/def2-TZVPD",
  "elements": ["C", "C", "C", "C", "N", "O", "S", "H", "H", "H", "H", "H", "H", "H", "H", "H", "H", "H"],
  "coordinates": [[-1.330, 2.211, -2.006], [2.754, -0.161, 0.509], [0.590, 0.111, 1.176], [-1.112, -2.545, 0.056], [1.624, -0.690, 0.766], [-2.057, 3.514, 0.072], [-1.087, 2.553, -0.435], [-2.176, 2.605, -2.391], [-0.644, 1.477, -2.596], [3.538, -0.696, 0.162], [2.911, 0.940, 0.631], [-0.003, -2.837, -0.021], [0.386, 0.620, 0.298], [-0.197, -0.472, 1.602], [1.001, 0.795, 1.846], [-1.310, -2.970, 1.073], [-1.177, -1.444, 0.029], [-1.711, -3.011, -0.770]],
  "forces_ev_per_angstrom": [[3.7, -2.5, 1.4], [-3.5, 2.0, 1.4], [-0.3, -0.1, 0.8], [1.6, -0.9, 0.2], [4.1, -2.5, -1.2], [-0.4, 0.3, 0.3], [0.4, -0.3, -1.6], [-2.5, 1.2, -1.7], [-1.4, 1.5, 1.4], [2.3, -1.9, -1.1], [0.0, -0.5, 0.0], [-1.5, 0.6, -0.5], [-1.6, 1.1, -1.4], [-0.7, 0.1, 0.1], [0.0, 1.6, 1.6], [-0.6, 0.6, -0.9], [-0.2, -0.7, 0.1], [0.5, 0.4, 1.0]],
  "lowdin_charge": [-0.28, -0.03, -0.20, -0.08, -0.08, -0.55, 0.86, -0.03, 0.07, 0.02, 0.09, 0.03, 0.00, 0.07, 0.07, 0.03, -0.01, 0.02],
  "total_charge": 0,
  "max_force_ev_per_a": 4.94,
  "energy_ha": -687.045322,
  "e_above_lowest_kcal_mol": 102.92
}



# 5
{
  "formula": "C4H11NOS",
  "method": "ωB97M-V/def2-TZVPD",
  "elements": ["C", "O", "C", "C", "C", "S", "N", "H", "H", "H", "H", "H", "H", "H", "H", "H", "H", "H"],
  "coordinates": [[-0.630, 1.348, -0.468], [0.481, 2.650, -0.770], [0.284, 0.129, -0.673], [1.116, 0.030, 0.603], [1.602, -1.427, 0.680], [-1.712, -1.477, 1.199], [1.086, 0.293, -1.798], [-1.667, 1.157, -0.628], [-0.535, 1.658, 0.652], [-0.616, 2.306, -1.244], [-0.348, -0.714, -0.696], [0.683, -0.975, 1.345], [1.487, 0.991, 0.978], [0.971, -2.141, 0.057], [2.577, -1.431, 1.126], [-2.832, -2.123, 1.652], [1.304, 1.302, -1.933], [0.696, -0.134, -2.600]],
  "forces_ev_per_angstrom": [[3.2, -0.5, 5.7], [-3.8, -1.3, -1.7], [-1.8, 2.6, 1.8], [1.8, -4.4, -3.9], [-1.2, 4.9, -1.3], [-0.2, -0.2, 0.1], [1.9, 0.8, -0.5], [-1.2, 0.5, -1.0], [-1.2, -0.9, -2.0], [2.5, 2.5, -0.3], [-0.7, -1.3, -0.3], [-1.2, -0.3, 1.8], [0.2, -0.9, 0.9], [1.5, 0.8, 0.9], [-0.1, -1.2, 0.8], [0.7, 0.4, -0.2], [-0.2, -1.1, 0.0], [-0.2, -0.4, -0.9]],
  "lowdin_charge": [-0.15, -0.21, -0.54, -0.01, 0.08, 0.09, 0.07, 0.11, 0.14, 0.14, 0.03, 0.05, 0.15, 0.12, 0.10, -0.34, 0.09, 0.08],
  "total_charge": 0,
  "max_force_ev_per_a": 6.59,
  "energy_ha": -686.819902,
  "e_above_lowest_kcal_mol": 244.37
}



# 6
{
  "formula": "C4H11NS",
  "method": "ωB97M-V/def2-TZVPD",
  "elements": ["C", "N", "C", "C", "S", "C", "H", "H", "H", "H", "H", "H", "H", "H", "H", "H", "H"],
  "coordinates": [[-0.155, -1.226, 0.604], [0.449, 0.047, 0.939], [0.268, 1.309, 0.261], [-0.878, 1.279, -0.728], [-1.519, 2.867, -1.294], [0.893, -2.285, 0.214], [-0.740, -1.574, 1.438], [-0.789, -1.090, -0.272], [0.673, 0.038, 1.921], [1.144, 1.623, -0.330], [0.132, 2.074, 0.999], [-0.568, 0.723, -1.607], [-1.752, 0.760, -0.327], [-0.702, 3.111, -2.325], [1.232, -2.189, -0.820], [1.774, -2.191, 0.867], [0.538, -3.277, 0.458]],
  "forces_ev_per_angstrom": [[0.9, 0.2, -1.4], [0.3, -0.6, 0.5], [0.2, -0.2, -0.3], [-0.4, -0.3, -0.2], [-0.1, 0.4, 0.1], [0.5, 0.2, 0.9], [-0.5, -0.3, 0.3], [-0.3, -0.2, 0.3], [0.1, 0.8, -0.2], [0.1, -0.2, 0.2], [-0.3, 0.6, 0.4], [-0.1, -0.2, -0.1], [0.1, 0.1, 0.1], [0.1, -0.1, 0.1], [-0.1, -0.1, 0.1], [-0.1, 0.3, -0.2], [-0.3, -0.4, -0.5]],
  "lowdin_charge": [-0.29, -0.09, -0.30, -0.61, 0.70, -0.10, 0.10, 0.09, 0.11, 0.11, 0.10, 0.07, 0.06, -0.15, 0.07, 0.07, 0.06],
  "smiles": "CCNCCS",
  "total_charge": 0,
  "max_force_ev_per_a": 1.65,
  "energy_ha": -611.909912,
  "e_above_lowest_kcal_mol": 20.21
}



# 7
{
  "formula": "C4H11NS",
  "method": "ωB97M-V/def2-TZVPD",
  "elements": ["C", "S", "C", "H", "H", "H", "H", "H", "H", "C", "C", "N", "H", "H", "H", "H", "H"],
  "coordinates": [[1.946, -1.307, 0.802], [1.721, 0.574, 1.039], [2.685, 1.017, -0.415], [1.333, -1.568, -0.025], [2.955, -1.482, 0.520], [1.761, -1.704, 1.877], [3.253, 1.941, -0.226], [2.081, 1.398, -1.332], [3.440, 0.241, -0.829], [-2.192, -1.179, -0.536], [-3.439, 0.836, -1.080], [-3.373, -0.412, -0.734], [-2.281, -1.965, 0.317], [-2.064, -1.773, -1.430], [-1.422, -0.404, -0.361], [-4.389, 1.189, -1.653], [-2.600, 1.626, -0.979]],
  "forces_ev_per_angstrom": [[-0.5, 1.8, 2.8], [0.8, -1.7, -0.7], [0.6, 1.1, -2.7], [-0.9, -0.7, -0.1], [1.0, -0.1, 0.1], [-0.1, 0.1, -2.3], [0.1, -0.4, 0.4], [0.5, -1.2, 1.5], [-1.4, 1.1, 1.1], [0.4, 0.5, 2.2], [0.1, -1.3, -0.1], [-2.3, 2.0, -1.9], [0.1, 1.7, -1.2], [0.4, 0.1, -0.3], [0.8, -1.1, 0.0], [1.5, -0.5, 1.6], [-0.8, -1.3, -0.2]],
  "lowdin_charge": [-0.36, 0.68, -0.51, 0.00, 0.00, 0.06, 0.01, 0.05, 0.06, -0.17, -0.09, -0.14, 0.11, 0.07, 0.06, 0.08, 0.08],
  "smiles": "C=NC.CSC",
  "total_charge": 0,
  "max_force_ev_per_a": 3.63,
  "energy_ha": -611.846181,
  "e_above_lowest_kcal_mol": 60.20
}



# 8
{
  "formula": "C4H11NS",
  "method": "ωB97M-V/def2-TZVPD",
  "elements": ["C", "N", "C", "C", "S", "C", "H", "H", "H", "H", "H", "H", "H", "H", "H", "H", "H"],
  "coordinates": [[-1.682, -1.368, -0.253], [-0.481, -1.174, 0.636], [0.061, 0.162, 0.168], [1.168, 0.563, 1.181], [1.536, 2.351, 1.315], [0.512, 0.323, -1.292], [-1.336, -1.920, -1.256], [-2.422, -1.987, 0.312], [-2.089, -0.356, -0.670], [0.180, -1.873, 0.484], [-0.781, 0.795, 0.282], [0.916, 0.059, 2.096], [2.110, 0.137, 0.892], [0.382, 2.911, 1.047], [1.561, 0.221, -1.531], [-0.085, -0.277, -1.922], [0.450, 1.432, -1.488]],
  "forces_ev_per_angstrom": [[0.8, -1.0, -1.8], [-2.1, 3.3, -1.6], [1.9, -1.1, 1.1], [-0.9, 0.2, -0.7], [1.0, -0.5, 0.2], [0.5, 2.2, 0.9], [-1.1, 0.8, 2.1], [0.3, 0.7, -0.9], [0.5, -1.9, 1.3], [1.2, -1.5, -0.5], [-0.7, 0.8, 0.4], [-0.3, 0.4, 0.8], [0.6, -0.2, -0.4], [-0.9, 0.0, -0.1], [0.5, -1.0, 0.4], [-0.6, -0.3, -1.1], [-0.7, -1.1, -0.3]],
  "lowdin_charge": [-0.14, -0.08, -0.47, -0.52, 0.70, -0.07, 0.10, 0.07, 0.10, 0.07, 0.09, 0.06, 0.05, -0.18, 0.07, 0.04, 0.09],
  "smiles": "CN[C@H](C)CS",
  "total_charge": 0,
  "max_force_ev_per_a": 4.25,
  "energy_ha": -611.891379,
  "e_above_lowest_kcal_mol": 31.84
}